Entry 1:
Here is a structure of composition C56H67Br2CaI2N5O2P2Si from the Open Molecules 2025 dataset. Energies are from ωB97M-V/def2-TZVPD.

Structure (XYZ):
```
138
Properties=species:S:1:pos:R:3:forces:R:3
Ca -0.662888 -0.041887 0.031002 -0.1 0.0 -0.4
I 3.078520 -8.116440 2.651925 0.0 0.0 0.0
C 2.186168 -6.246231 2.347064 -0.1 0.2 0.1
C 1.349326 -5.710115 3.316165 0.2 0.0 -0.2
C 0.769366 -4.469738 3.097664 0.0 -0.2 0.2
I -0.477067 -3.684604 4.584213 -0.2 -0.9 0.2
C 0.977480 -3.687966 1.927072 0.1 -0.4 0.1
O 0.480180 -2.539669 1.740864 -0.5 0.2 -0.2
C 1.842516 -4.305726 0.962181 -0.1 -0.1 -0.1
C 2.120264 -3.490231 -0.265664 0.1 -0.2 -0.2
N 0.953019 -3.086488 -1.038260 0.0 0.2 -0.1
C 0.114915 -4.151786 -1.532303 0.2 0.0 0.0
C -1.214214 -3.630055 -2.014576 0.1 -0.1 0.0
C -1.873791 -4.261045 -3.067055 0.0 0.0 0.0
C -3.138990 -3.834297 -3.421341 0.0 0.0 0.0
C -3.715884 -2.797190 -2.705454 0.0 0.0 0.0
C -2.982913 -2.219253 -1.683875 0.0 0.1 0.0
N -1.749772 -2.608553 -1.353078 0.0 0.0 0.1
C 2.423532 -5.537748 1.168582 -0.1 0.0 0.1
H 1.149212 -6.245202 4.234510 0.0 0.0 0.0
H 2.808059 -4.024857 -0.932090 0.0 -0.1 0.0
H 2.629459 -2.580937 0.049225 -0.1 0.0 -0.1
H 0.382133 -2.521508 -0.423776 0.0 -0.1 0.1
H -0.096472 -4.922179 -0.771403 0.0 0.0 0.1
H 0.623091 -4.660221 -2.359215 0.0 0.0 0.0
H -1.385072 -5.071361 -3.593952 0.0 0.0 0.0
H -3.667320 -4.301171 -4.244372 0.0 0.0 0.0
H -4.700732 -2.417594 -2.939931 0.0 0.0 0.0
H -3.389490 -1.388363 -1.120214 0.0 0.0 0.0
H 3.073235 -5.949333 0.402993 0.0 0.0 0.0
C -1.263933 -0.355378 4.391520 0.1 0.2 0.0
C 0.238983 -0.488026 4.133349 0.2 0.1 -0.1
C 1.035449 -0.143504 5.394321 -0.1 0.0 -0.1
P 0.767913 0.298940 2.540235 -0.1 -0.1 0.3
C 1.099664 2.093359 2.879914 0.1 0.0 0.0
C -0.072160 2.740041 3.616032 0.0 0.0 0.0
C 2.432306 2.432174 3.537366 0.0 0.0 0.0
C 2.390398 -0.468149 2.215300 0.2 0.1 0.0
C 2.919402 -1.496854 2.987018 0.1 0.1 0.0
C 4.058217 -2.191864 2.604078 0.0 0.1 -0.1
C 4.653039 -1.866278 1.393610 0.0 0.0 0.1
C 4.137493 -0.860799 0.596493 0.2 -0.1 0.1
C 2.999433 -0.116347 0.979108 0.0 0.0 0.3
N 2.354996 0.821576 0.203474 0.0 0.1 0.0
C 3.009042 1.426563 -0.822760 -0.1 0.2 0.1
C 4.417351 1.457362 -1.003184 0.2 0.4 0.0
C 4.998381 1.942170 -2.158843 0.0 0.0 0.1
C 4.219099 2.433047 -3.201694 0.0 -0.1 0.0
C 2.853857 2.574681 -2.971880 0.0 0.0 0.0
C 2.255161 2.169025 -1.788137 0.0 0.0 0.1
P 0.631978 2.783670 -1.213804 0.1 0.1 0.1
C 1.251708 4.452836 -0.576279 0.0 0.0 -0.1
C 0.183564 5.166140 0.248402 0.0 0.0 0.0
C 2.583893 4.399260 0.173384 0.0 0.0 0.0
C -0.281364 3.330592 -2.757880 0.0 -0.1 -0.1
C -1.787078 3.401181 -2.481394 0.0 0.0 0.0
C 0.128862 4.632660 -3.453931 0.0 0.0 0.0
H -1.546452 -1.011036 5.220587 0.0 0.0 0.0
H -1.854118 -0.643452 3.522495 0.0 0.0 0.0
H -1.542350 0.663819 4.667627 0.0 0.0 0.0
H 0.403100 -1.549872 3.888971 0.1 0.8 0.0
H 0.726537 0.821597 5.803418 0.0 0.0 0.0
H 2.112073 -0.105709 5.225654 0.0 0.0 0.0
H 0.840788 -0.897474 6.163107 0.0 0.0 0.0
H 1.113992 2.496554 1.866068 0.0 0.0 -0.1
H -0.063809 2.486805 4.678491 0.0 0.0 0.0
H -1.034256 2.431204 3.206845 -0.1 0.0 -0.1
H -0.010947 3.830080 3.539408 0.0 0.0 0.0
H 2.433845 2.165206 4.596295 0.0 0.0 0.0
H 2.619607 3.508748 3.465131 0.0 0.0 0.0
H 3.260894 1.911517 3.053978 0.0 0.0 0.0
H 2.416806 -1.809171 3.891560 0.0 0.0 0.0
H 4.437037 -3.000642 3.215313 0.0 0.0 0.0
H 5.508071 -2.431924 1.038209 0.0 0.0 0.0
H 4.572913 -0.702652 -0.381123 0.0 -0.2 0.3
H 5.056651 1.086406 -0.212866 0.0 0.2 -0.1
H 6.079580 1.917140 -2.252183 0.0 0.0 0.0
H 4.659951 2.746897 -4.139514 0.0 0.0 0.0
H 2.245663 3.030785 -3.741881 0.0 0.0 0.0
H 1.439044 5.043282 -1.475882 0.0 0.0 0.0
H -0.001147 4.642862 1.187033 0.0 0.0 0.1
H -0.772532 5.233511 -0.273697 0.0 0.0 0.0
H 0.511013 6.182916 0.489984 0.0 0.0 0.0
H 2.616146 3.620761 0.931025 -0.1 -0.1 0.1
H 2.757207 5.361381 0.667927 0.0 0.0 0.0
H 3.412309 4.212620 -0.509397 0.0 0.0 0.0
H -0.110040 2.494873 -3.446933 0.0 0.0 0.0
H -2.029079 4.287896 -1.888044 0.0 0.0 0.0
H -2.149123 2.525346 -1.946657 0.0 0.0 0.0
H -2.339624 3.473832 -3.422859 0.0 0.0 0.0
H -0.218479 5.496617 -2.880298 0.0 0.0 0.0
H -0.356783 4.682340 -4.433196 0.0 0.0 0.0
H 1.200807 4.747981 -3.604447 0.0 0.0 0.0
C 3.005616 -1.054842 -2.339122 -0.1 -0.1 -0.4
C 1.924675 -0.801035 -3.348016 0.2 -0.1 0.0
C 2.191927 -0.974525 -4.731369 -0.1 0.1 0.0
C 1.214348 -0.733474 -5.650108 0.0 0.0 0.1
C -0.068830 -0.328180 -5.211732 0.1 0.0 -0.1
C -1.180924 -0.071327 -6.053914 -0.1 0.1 0.1
Br -1.015490 -0.229012 -7.949902 0.0 0.0 0.0
C -2.390433 0.285448 -5.529322 0.1 -0.1 0.0
C -2.554436 0.400904 -4.141164 0.0 0.0 0.0
Br -4.279129 0.827246 -3.477240 0.0 0.0 0.0
C -1.512539 0.192847 -3.233173 0.1 -0.3 0.1
O -1.592145 0.263086 -1.971725 -0.6 0.5 0.1
C -0.240982 -0.188734 -3.821067 0.1 0.0 -0.1
N 0.751792 -0.410017 -2.925313 -0.1 -0.1 0.1
H 3.843055 -0.365144 -2.503958 -0.2 -0.2 -0.1
H 3.381691 -2.077090 -2.430288 0.0 0.0 0.0
H 2.613656 -0.917138 -1.335286 0.0 -0.1 -0.3
H 3.182007 -1.286330 -5.042545 0.0 0.0 0.0
H 1.402221 -0.851425 -6.709167 0.0 0.0 0.0
H -3.236961 0.466394 -6.177274 0.0 0.0 0.0
C -5.249756 2.058496 0.196439 0.0 0.0 0.0
Si -3.736342 1.779357 1.303196 0.0 0.0 0.0
C -2.591674 3.218992 0.897847 0.0 0.0 0.0
C -4.362238 2.037688 3.082585 0.0 0.0 0.0
N -2.898753 0.306864 1.103934 0.1 -0.2 0.0
C -3.503198 -0.871485 1.489886 0.0 0.1 0.0
C -2.747348 -2.060992 1.566398 0.0 0.0 -0.1
C -3.297532 -3.282177 1.895275 -0.1 0.1 0.0
C -4.650816 -3.394319 2.200059 0.0 0.0 0.0
C -5.422036 -2.240109 2.167920 0.0 0.0 0.0
C -4.872218 -1.013562 1.826137 0.0 0.0 0.0
H -5.835645 2.897540 0.588921 0.0 0.0 0.0
H -5.904167 1.186407 0.132417 0.0 0.0 0.0
H -4.934649 2.312755 -0.818503 0.0 0.0 0.0
H -3.008394 3.817116 0.083276 0.0 0.0 0.1
H -1.602355 2.888459 0.574936 0.0 0.0 0.0
H -2.450024 3.877645 1.757637 0.0 0.0 0.0
H -4.285533 3.093030 3.363786 0.0 0.0 0.0
H -3.774230 1.451741 3.793647 0.0 0.0 0.0
H -5.407622 1.741170 3.198703 0.0 0.0 0.0
H -1.684820 -2.031799 1.353497 0.0 -0.1 0.1
H -2.651167 -4.150289 1.921823 0.0 -0.1 0.0
H -5.085414 -4.350526 2.464143 0.0 0.0 0.0
H -6.479367 -2.290335 2.410219 0.0 0.0 0.0
H -5.520636 -0.146697 1.806638 0.0 0.0 0.0
```
Positions in Å, forces in eV/Å.

## Properties
F_max = 1.0 eV/Å
Net charge = -2
Kohn-Sham gap = 5.4 eV
Multiplicity = 1

Entry 2:
Here is a structure of composition C42H31AsN2O4S2TeTi in a non-equilibrium geometry from the Open Molecules 2025 dataset. Energies are from ωB97M-V/def2-TZVPD.

Structure (XYZ):
```
84
Properties=species:S:1:pos:R:3:forces:R:3
Ti 1.018863 -0.279562 2.111534 -0.5 1.1 0.0
O 0.300913 -2.103992 5.736925 0.0 0.1 -0.1
C 0.732946 -1.647828 4.686611 0.2 -0.1 0.2
O 0.253170 -0.717060 3.952221 -0.2 -0.2 0.1
C 2.030953 -2.203038 4.110806 0.1 -0.2 0.5
C 2.697729 -3.338308 4.549288 0.1 0.2 -0.1
C 3.834671 -3.735994 3.851893 -0.1 0.0 0.1
C 4.225028 -3.044777 2.709793 -0.1 0.1 0.0
C 3.463262 -1.954328 2.320104 0.3 -0.1 -0.2
N 2.451231 -1.523807 3.058669 0.0 -0.6 -0.1
C 3.511158 -1.267182 0.952622 0.4 -0.4 0.4
O 4.354081 -1.607325 0.134329 -0.1 0.3 0.1
O 2.552974 -0.427324 0.824888 0.2 -0.3 -0.5
H 2.300947 -3.878793 5.396754 0.0 0.0 0.0
H 4.389850 -4.611228 4.168519 0.0 0.0 0.0
H 5.052110 -3.358334 2.088574 0.0 0.0 0.0
S 2.090440 1.793429 3.068265 0.0 -0.1 0.0
C 1.416206 3.318794 2.537865 0.0 0.1 0.0
C 1.427962 4.367826 3.476424 0.0 0.0 0.0
C 0.995739 5.640483 3.167523 0.0 0.0 0.0
C 0.524920 5.920142 1.890421 0.0 0.0 0.0
C 0.489274 4.897297 0.956182 0.0 0.1 0.0
C 0.916780 3.602466 1.251789 0.0 -0.1 0.0
As 0.840330 2.172528 -0.103169 -0.1 0.0 0.1
C 0.580176 3.374562 -1.648936 0.0 -0.1 -0.1
C -0.630501 3.617799 -2.291444 -0.1 0.0 0.1
C -0.690897 4.432495 -3.415998 -0.1 0.0 0.0
C 0.457314 5.024345 -3.916388 0.0 0.0 0.0
C 1.672328 4.795870 -3.281532 0.0 0.1 -0.1
C 1.728837 3.975256 -2.167306 0.0 0.0 0.0
C -1.017194 1.503987 0.216713 0.1 0.2 0.3
C -1.605052 0.892256 -0.971228 -0.1 -0.3 -0.4
C -2.977293 0.913448 -1.203344 0.2 0.0 0.0
C -3.859048 1.544858 -0.358949 -0.2 0.0 -0.1
C -3.392259 2.216808 0.876504 -0.1 0.1 0.0
C -1.888351 2.523999 0.959070 0.0 0.1 0.1
H 1.795780 4.143804 4.470347 0.0 0.0 0.0
H 1.025281 6.416005 3.925632 0.0 0.0 0.0
H 0.181411 6.913488 1.624784 0.0 0.0 0.0
H 0.111337 5.119193 -0.034765 0.0 0.0 0.0
H -1.542557 3.175330 -1.910263 0.0 0.0 0.0
H -1.646018 4.604013 -3.899490 0.0 0.0 0.0
H 0.409085 5.658345 -4.794035 0.0 0.0 0.0
H 2.579011 5.252581 -3.661394 0.0 0.0 0.0
H 2.685409 3.797627 -1.684868 0.0 0.0 0.0
H -0.961994 0.346674 -1.654792 0.0 0.0 0.0
H -3.363176 0.403100 -2.080441 0.0 0.0 0.0
H -4.921772 1.490744 -0.566739 0.0 0.0 0.0
H -3.983541 3.117810 1.073205 0.0 0.0 0.0
H -1.631073 3.577556 0.865108 0.0 0.0 0.0
S -3.508974 -0.389965 2.081969 0.2 -0.2 0.0
C -3.273830 1.376031 2.201316 0.0 0.1 0.0
C -1.756888 1.717623 2.278756 0.0 0.0 0.1
C -0.963513 0.586868 1.577751 -0.1 0.0 -0.1
C -1.789441 -0.663047 1.607380 -0.2 0.7 -0.1
C -1.304479 -1.904420 1.444994 0.0 -0.6 -0.1
C -2.127255 -3.114340 1.500685 0.1 0.2 -0.1
C -1.566277 -4.334619 1.404744 0.1 -0.1 0.0
C -0.146203 -4.472665 1.241264 -0.2 0.1 0.0
C 0.582064 -3.316620 1.191997 0.3 -0.1 0.0
N 0.096522 -2.067835 1.260921 -0.3 0.1 0.1
H -3.893191 1.759727 3.012367 0.0 0.0 0.0
H -1.377911 2.123240 3.217259 0.0 0.0 0.0
H -3.197241 -3.001760 1.617191 0.0 0.0 0.0
H -2.194550 -5.218993 1.453187 0.0 0.0 0.0
H 0.337602 -5.434609 1.158907 0.0 0.0 0.0
H 1.661528 -3.382943 1.059636 -0.1 0.0 0.0
C -0.807911 -2.753721 -2.088527 0.0 0.0 0.1
Te 1.071650 -1.811156 -1.737039 0.3 0.1 0.1
C 1.278962 -1.873093 -3.880169 -0.2 0.0 0.0
C 0.241056 -2.849863 -4.371265 0.0 0.0 0.0
C 0.260511 -3.337166 -5.675173 0.0 0.0 0.0
C -0.695281 -4.236756 -6.119821 0.0 0.0 -0.1
C -1.693374 -4.659338 -5.253964 -0.1 0.0 0.0
C -1.725134 -4.176952 -3.955484 0.0 0.0 0.0
C -0.768417 -3.273431 -3.499246 0.0 0.0 0.0
H -1.609703 -2.027608 -1.941131 0.0 0.0 0.0
H -0.947262 -3.552814 -1.359648 0.0 0.0 0.0
H 2.284919 -2.183624 -4.158247 0.0 0.0 0.0
H 1.100413 -0.880214 -4.295919 0.0 0.0 0.0
H 1.045222 -3.007101 -6.346993 0.0 0.0 0.0
H -0.658631 -4.610401 -7.136441 0.0 0.0 0.0
H -2.442671 -5.367624 -5.587569 0.0 0.0 0.0
H -2.499131 -4.506890 -3.271933 0.0 0.0 0.0
```
Positions in Å, forces in eV/Å.

## Properties
F_max = 1.3 eV/Å
Net charge = -2
Kohn-Sham gap (alpha / beta) = 4.4 / 4.4 eV
Multiplicity = 3
Expectation value of S² = 2.03

In the order shown, the computed E_tot values come out to -9991.919396; -6179.302285 a.u..